Entry from the Open Molecules 2025 dataset: the molecule C3H7N5 (the ωB97M-V functional and the def2-TZVPD basis).

Calculated values
- Multiplicity: 1
- HOMO energy: -8.25 eV
- LUMO energy: 0.4 eV
- Charge: 0
- HOMO-LUMO gap: 8.68 eV
- E_tot: -10668.72945 eV

Each line ends with the Löwdin charge.
Atoms and positions in Å:
N  -1.640  -0.763  -1.488  -0.084
C  -0.853  0.428  -1.349  -0.336
C  0.052  0.199  -0.269  -0.379
N  1.208  0.696  -0.564  0.055
N  2.030  0.962  0.556  -0.015
C  1.950  0.270  1.649  -0.190
N  0.748  -0.397  2.095  0.019
N  -0.492  -0.225  1.093  0.091
H  -2.209  -0.660  -2.557  0.160
H  -1.033  -1.415  -2.181  0.116
H  -1.587  1.317  -0.804  0.194
H  -0.420  0.677  -2.343  0.122
H  2.724  0.051  2.350  0.099
H  0.626  -0.180  3.050  0.076
H  -1.105  -0.960  0.760  0.074

=====

Entry from the Open Molecules 2025 dataset: the molecule C2H6N2O (the ωB97M-V functional and the def2-TZVPD basis).

Calculated values
- Multiplicity: 1
- HOMO energy: -9.63 eV
- LUMO energy: 0.8 eV
- Charge: 0
- HOMO-LUMO gap: 10.47 eV
- E_tot: -7199.07010 eV

Each line ends with the Löwdin charge.
Atoms and positions in Å:
N  -0.743  -1.254  -1.222  0.012
C  -0.428  0.170  -1.059  -0.272
N  0.741  0.438  -0.246  0.011
C  0.723  0.370  1.115  -0.364
O  -0.309  0.390  1.749  0.018
H  0.078  -1.809  -1.433  0.063
H  -1.106  -1.557  -0.326  0.062
H  -1.292  0.555  -0.529  0.112
H  -0.284  0.653  -2.021  0.112
H  1.627  0.557  -0.709  0.122
H  1.719  0.270  1.554  0.124

=====

Entry from the Open Molecules 2025 dataset: a cluster of 11 separate species, C65H76N10O6 in total (the ωB97M-V functional and the def2-TZVPD basis).

Calculated values
- Multiplicity: 1
- HOMO energy: -9.09 eV
- LUMO energy: 0.6 eV
- Charge: 0
- HOMO-LUMO gap: 9.71 eV
- E_tot: -95821.87630 eV

Each line ends with the Löwdin charge.
Atoms and positions in Å:
C  -2.280  0.160  3.547  -0.079
C  -1.629  0.037  4.932  -0.126
C  -0.125  -0.085  5.004  -0.503
O  0.469  -0.310  6.020  0.117
O  0.508  0.079  3.817  -0.022
C  1.679  -0.724  3.613  -0.138
C  1.246  -2.175  3.480  -0.079
C  2.270  -3.104  2.869  -0.222
O  3.180  -2.447  1.941  0.079
C  3.669  -3.430  1.133  -0.553
O  4.580  -3.298  0.386  0.173
O  2.957  -4.572  1.312  0.058
C  1.705  -4.136  1.934  -0.250
C  0.892  -5.291  2.446  -0.111
C  0.027  -5.955  1.363  -0.187
C  -1.451  -5.566  1.452  -0.205
C  -1.688  -4.097  1.089  -0.203
C  -3.128  -3.684  0.743  -0.161
C  -3.992  -4.644  -0.073  -0.242
O  -3.736  -4.612  -1.466  -0.178
C  -2.603  -5.352  -1.865  -0.111
H  -2.859  -0.740  3.333  0.065
H  -2.989  0.985  3.521  0.068
H  -1.556  0.299  2.750  0.066
H  -1.919  0.852  5.595  0.121
H  -1.991  -0.867  5.427  0.121
H  2.399  -0.555  4.413  0.134
H  2.094  -0.381  2.669  0.127
H  0.360  -2.170  2.836  0.125
H  0.951  -2.591  4.445  0.136
H  2.912  -3.598  3.605  0.176
H  1.190  -3.610  1.122  0.160
H  1.582  -6.023  2.874  0.129
H  0.265  -4.948  3.276  0.124
H  0.394  -5.643  0.378  0.116
H  0.142  -7.038  1.388  0.098
H  -1.781  -5.737  2.482  0.109
H  -2.016  -6.229  0.802  0.081
H  -1.009  -3.802  0.283  0.098
H  -1.387  -3.494  1.955  0.094
H  -3.674  -3.420  1.653  0.105
H  -3.078  -2.764  0.153  0.116
H  -3.963  -5.669  0.310  0.077
H  -5.028  -4.315  0.031  0.121
H  -1.671  -4.846  -1.586  0.079
H  -2.631  -5.441  -2.947  0.063
H  -2.609  -6.360  -1.437  0.085
C  -3.387  2.695  -2.004  -0.084
C  -2.572  3.089  -0.955  -0.068
C  -3.025  2.879  0.339  -0.159
N  -4.198  2.321  0.629  0.054
C  -4.967  1.944  -0.392  -0.178
C  -4.611  2.108  -1.722  -0.075
H  -3.070  2.841  -3.030  0.100
H  -1.609  3.551  -1.134  0.090
H  -2.416  3.171  1.188  0.104
H  -5.920  1.498  -0.126  0.103
H  -5.278  1.788  -2.511  0.102
C  0.430  6.270  -5.017  -0.080
C  1.240  6.607  -3.943  -0.072
C  0.774  6.374  -2.656  -0.158
N  -0.422  5.843  -2.402  0.058
C  -1.184  5.521  -3.445  -0.157
C  -0.814  5.708  -4.767  -0.079
H  0.764  6.435  -6.034  0.104
H  2.222  7.037  -4.093  0.100
H  1.384  6.602  -1.791  0.078
H  -2.149  5.089  -3.197  0.087
H  -1.480  5.418  -5.570  0.063
C  -6.007  6.707  0.266  -0.075
C  -7.156  7.467  0.426  -0.078
C  -8.381  6.880  0.146  -0.163
N  -8.518  5.624  -0.272  0.050
C  -7.406  4.907  -0.421  -0.153
C  -6.134  5.398  -0.167  -0.063
H  -5.032  7.127  0.473  0.106
H  -7.107  8.494  0.761  0.098
H  -9.300  7.445  0.262  0.100
H  -7.541  3.887  -0.763  0.097
H  -5.268  4.765  -0.305  0.080
C  3.227  3.387  1.829  -0.078
C  3.163  4.738  2.126  -0.079
C  2.933  5.630  1.089  -0.151
N  2.772  5.259  -0.179  0.051
C  2.838  3.957  -0.451  -0.155
C  3.062  2.985  0.512  -0.074
H  3.404  2.658  2.610  0.101
H  3.292  5.105  3.133  0.090
H  2.876  6.694  1.290  0.100
H  2.702  3.682  -1.491  0.103
H  3.104  1.941  0.233  0.099
C  8.097  7.302  2.896  -0.073
C  7.544  6.355  3.744  -0.072
C  6.163  6.283  3.847  -0.160
N  5.331  7.078  3.177  0.052
C  5.875  7.983  2.367  -0.154
C  7.242  8.134  2.191  -0.068
H  9.172  7.393  2.784  0.077
H  8.168  5.682  4.316  0.098
H  5.699  5.550  4.498  0.101
H  5.178  8.619  1.830  0.102
H  7.626  8.887  1.516  0.102
C  -3.185  -9.676  -6.043  -0.082
C  -3.729  -9.806  -4.776  -0.074
C  -3.791  -8.682  -3.966  -0.149
N  -3.353  -7.481  -4.336  0.058
C  -2.832  -7.371  -5.555  -0.149
C  -2.725  -8.431  -6.444  -0.073
H  -3.119  -10.528  -6.707  0.104
H  -4.100  -10.757  -4.420  0.100
H  -4.213  -8.745  -2.968  0.100
H  -2.480  -6.384  -5.834  0.105
H  -2.293  -8.281  -7.423  0.100
C  -6.537  -8.510  3.460  -0.078
C  -5.800  -7.485  4.029  -0.070
C  -4.809  -6.884  3.268  -0.146
N  -4.525  -7.238  2.017  0.056
C  -5.242  -8.224  1.483  -0.143
C  -6.254  -8.889  2.158  -0.070
H  -7.320  -9.005  4.021  0.105
H  -5.985  -7.154  5.042  0.102
H  -4.212  -6.076  3.679  0.102
H  -4.993  -8.492  0.461  0.103
H  -6.805  -9.682  1.672  0.101
C  14.133  6.173  3.565  -0.079
C  14.026  7.532  3.314  -0.073
C  12.824  8.020  2.824  -0.151
N  11.764  7.253  2.578  0.048
C  11.882  5.950  2.822  -0.156
C  13.038  5.363  3.314  -0.072
H  15.054  5.754  3.948  0.105
H  14.854  8.203  3.493  0.101
H  12.703  9.078  2.617  0.104
H  11.006  5.345  2.611  0.102
H  13.075  4.297  3.494  0.102
C  4.260  -9.007  -1.454  -0.081
C  4.144  -7.816  -0.758  -0.060
C  3.093  -7.670  0.136  -0.137
N  2.182  -8.617  0.361  0.056
C  2.306  -9.757  -0.316  -0.158
C  3.320  -10.001  -1.229  -0.078
H  5.066  -9.159  -2.160  0.104
H  4.849  -7.007  -0.900  0.106
H  2.978  -6.748  0.692  0.082
H  1.553  -10.512  -0.117  0.101
H  3.369  -10.949  -1.749  0.098
C  -5.326  7.072  -8.184  -0.078
C  -5.406  5.689  -8.182  -0.072
C  -4.381  4.968  -7.588  -0.148
N  -3.319  5.533  -7.018  0.048
C  -3.255  6.863  -7.026  -0.151
C  -4.227  7.673  -7.594  -0.068
H  -6.107  7.670  -8.636  0.106
H  -6.245  5.174  -8.630  0.101
H  -4.412  3.885  -7.568  0.104
H  -2.383  7.301  -6.552  0.097
H  -4.121  8.749  -7.568  0.102

=====

Entry from the Open Molecules 2025 dataset: a structure of composition C6H12N2 (the ωB97M-V functional and the def2-TZVPD basis).

Calculated values
- Multiplicity: 1
- HOMO energy: -8.75 eV
- LUMO energy: 0.9 eV
- Charge: 0
- HOMO-LUMO gap: 9.67 eV
- E_tot: -9391.37623 eV

Each line ends with the Löwdin charge.
Atoms and positions in Å:
C  -1.478  0.245  0.920  -0.050
C  -0.500  -0.445  -0.146  -0.418
C  0.374  -1.509  0.517  -0.132
C  1.420  0.727  0.790  -0.165
C  0.532  0.532  -0.482  -0.293
C  -1.051  -0.005  -1.552  -0.173
H  -2.379  -0.373  1.035  0.075
H  -1.582  1.407  0.889  0.118
H  -1.189  0.146  1.938  0.045
H  0.759  -2.353  -0.261  0.148
H  -0.167  -2.059  1.360  0.111
H  2.582  -1.069  0.795  0.159
H  0.933  1.311  1.541  0.085
H  2.545  1.020  0.551  0.142
H  0.974  -0.010  -1.250  0.090
H  -0.311  2.002  -1.964  0.081
H  -2.131  -0.091  -2.081  0.142
H  -0.301  -0.140  -2.541  0.151
N  1.562  -0.694  1.197  -0.080
N  -0.595  1.358  -1.256  -0.036

=====

Entry from the Open Molecules 2025 dataset: the molecule C4H6N2O (the ωB97M-V functional and the def2-TZVPD basis).

Calculated values
- Multiplicity: 1
- HOMO energy: -10.82 eV
- LUMO energy: 0.5 eV
- Charge: 0
- HOMO-LUMO gap: 11.31 eV
- E_tot: -9271.49473 eV

Each line ends with the Löwdin charge.
Atoms and positions in Å:
H  -0.600  -1.294  2.260  0.079
N  -0.819  -0.797  1.400  0.179
C  -0.094  0.234  1.282  -0.473
C  0.907  0.675  2.258  -0.109
N  1.746  1.009  2.981  0.169
O  -0.090  1.093  0.270  -0.034
C  -0.196  0.731  -1.126  -0.182
C  -0.102  -0.748  -1.490  -0.072
H  -1.121  1.184  -1.487  0.118
H  0.639  1.283  -1.563  0.120
H  -0.398  -1.396  -0.666  0.048
H  -0.783  -0.956  -2.319  0.080
H  0.910  -1.017  -1.800  0.077

=====

Which value of charge does entry 3 give? 0